Here is a molecular structure, C18H27BCdN9O8P2S from the Open Molecules 2025 dataset. Energies are from wB97M-V/def2-TZVPD.

- HOMO energy (spin up / spin down): -0.32711 / -0.32710 Ha
- Calculated total energy: -83556.370 eV
- Energy relative to the best compared isomer or geometry (same formula, charge and spin): 6.8 kcal/mol
- Expectation value of S²: 0.76

```
! wB97M-V def2-TZVPD RIJCOSX def2/J DEFGRID3
* xyz 0 2
Cd 0.063 0.497 -0.237
C -0.978 1.530 3.457
C 0.440 1.294 3.066
C 1.546 1.148 3.915
C 2.626 1.002 3.074
N 2.188 1.064 1.807
N 0.828 1.240 1.792
B 3.102 0.948 0.540
N 2.716 2.034 -0.510
C 3.500 2.864 -1.221
C 2.707 3.552 -2.116
C 1.411 3.059 -1.902
C 0.131 3.387 -2.602
N 1.432 2.152 -0.935
N 2.914 -0.470 -0.072
C 3.795 -1.256 -0.713
C 3.159 -2.427 -1.062
C 1.845 -2.282 -0.598
C 0.710 -3.247 -0.709
N 1.701 -1.105 0.004
N 4.540 1.202 0.980
C 5.019 2.387 1.446
C 6.224 2.147 2.046
C 6.412 0.748 1.922
C 7.560 -0.081 2.406
N 5.389 0.186 1.302
H -1.017 2.063 4.405
H -1.523 0.593 3.574
H -1.485 2.118 2.697
H 1.553 1.158 4.994
H 3.674 0.861 3.304
H 4.566 2.909 -1.059
H 3.021 4.299 -2.828
H 0.157 4.401 -2.999
H -0.710 3.293 -1.914
H -0.035 2.697 -3.433
H 4.817 -0.942 -0.850
H 3.582 -3.281 -1.569
H 1.061 -4.260 -0.524
H 0.269 -3.220 -1.708
H -0.072 -3.009 0.010
H 4.460 3.305 1.323
H 6.886 2.869 2.503
H 8.504 0.265 1.982
H 7.408 -1.122 2.121
H 7.644 -0.029 3.492
C -5.856 0.171 -0.542
C -4.351 0.187 -0.793
O -4.053 0.496 -2.151
P -3.469 1.346 0.334
O -3.691 0.748 1.767
O -4.401 2.643 0.266
O -2.057 1.666 -0.026
P -3.597 -1.453 -0.348
O -4.083 -2.511 -1.399
O -4.010 -1.728 1.046
O -2.036 -1.230 -0.490
H -6.274 1.171 -0.653
H -6.081 -0.193 0.462
H -6.322 -0.497 -1.266
H -4.309 1.405 -2.344
H -3.805 -0.247 1.739
H -4.104 3.354 0.856
H -3.472 -2.563 -2.160
O -1.847 -1.981 -3.051
S -1.474 -0.732 -2.369
N -0.074 -0.251 -2.317
*
```



Here is 2 unconnected molecules or ions with the total composition C3H12NO from the Open Molecules 2025 dataset. Energies are from wB97M-V/def2-TZVPD.

- HOMO energy (spin up / spin down): -0.75664 / -0.75649 Ha
- Calculated total energy: -6821.045 eV
- Energy relative to the best compared isomer or geometry (same formula, charge and spin): 23.7 kcal/mol
- Expectation value of S²: 0.75

```
! wB97M-V def2-TZVPD RIJCOSX def2/J DEFGRID3
* xyz 2 2
C 2.358 -0.075 -0.547
O 1.883 -0.160 0.770
H 1.958 0.932 -0.832
H 1.762 -0.785 -1.179
H 3.430 -0.278 -0.614
H 2.575 -0.543 1.366
C -1.476 1.013 -0.776
C -1.578 -0.411 -0.161
N -0.802 -0.550 1.074
H -1.697 1.731 0.035
H -2.223 1.220 -1.533
H -0.431 1.221 -1.039
H -1.165 -1.121 -0.895
H -2.649 -0.600 -0.114
H -1.455 -0.162 1.780
H -0.505 -1.482 1.372
H 0.013 0.051 1.292
*
```



Here is a molecular structure, C42H35GeN3O2S7SbZr from the Open Molecules 2025 dataset. Energies are from wB97M-V/def2-TZVPD.

- HOMO energy: -0.16246 Ha
- Calculated total energy: -192871.092 eV
- Energy relative to the best compared isomer or geometry (same formula, charge and spin): 29.4 kcal/mol

```
! wB97M-V def2-TZVPD RIJCOSX def2/J DEFGRID3
* xyz -1 1
Zr -0.155 1.782 -0.844
S 1.389 2.889 -2.675
C 0.676 3.160 -4.235
C 1.299 4.067 -5.107
C 0.787 4.319 -6.364
C -0.375 3.685 -6.791
C -1.001 2.785 -5.947
C -0.470 2.507 -4.692
S -1.217 1.238 -3.702
C -0.762 -0.200 -4.790
C 0.425 -0.980 -4.268
C 0.486 -2.370 -4.352
C 1.587 -3.025 -3.828
C 2.591 -2.289 -3.217
C 2.439 -0.906 -3.140
C 3.326 -0.075 -2.247
S 3.014 -0.822 -0.594
C 1.093 0.608 1.816
C 1.394 -0.362 2.951
C 0.204 -1.149 3.581
C -1.178 -0.548 3.680
C -1.851 -0.356 2.300
C -0.080 1.181 1.443
S -0.243 -0.901 -0.980
N 1.390 -0.280 -3.671
H 2.206 4.548 -4.762
H 1.297 5.014 -7.021
H -0.780 3.887 -7.775
H -1.911 2.282 -6.254
H -0.529 0.222 -5.766
H -1.646 -0.830 -4.857
H -0.349 -2.917 -4.770
H 1.646 -4.106 -3.859
H 3.443 -2.771 -2.754
H 2.981 0.954 -2.235
H 4.386 -0.134 -2.490
H 2.083 0.083 3.675
H 0.513 -1.511 4.567
H -1.770 -1.106 4.411
H -2.936 -0.452 2.322
S -5.217 0.910 -2.135
Sb -3.373 0.967 -0.835
S -2.078 -1.107 -1.874
S -2.232 3.022 -1.499
C -3.231 2.219 4.219
C -3.156 2.729 2.856
C -2.253 2.266 1.988
C -1.329 1.121 2.316
C -1.109 0.975 3.862
C -2.244 1.469 4.702
Ge -0.908 -1.642 1.084
C 0.414 -2.247 2.514
C 1.862 -1.740 2.379
C 2.830 -2.479 3.248
C 2.548 -3.675 3.767
C 1.254 -4.317 3.528
C 0.253 -3.670 2.928
C -1.949 -3.244 0.577
C -3.211 -3.516 1.090
C -3.876 -4.683 0.738
C -3.284 -5.585 -0.134
C -2.021 -5.324 -0.647
C -1.357 -4.161 -0.290
H -4.048 2.542 4.854
H -3.799 3.554 2.573
H -2.087 2.815 1.073
H -0.151 1.347 4.251
H -2.221 1.180 5.749
H 2.274 -1.728 1.379
H 3.802 -2.016 3.391
H 3.281 -4.211 4.357
H 1.126 -5.343 3.856
H -0.702 -4.156 2.757
H -3.683 -2.809 1.763
H -4.859 -4.886 1.144
H -3.808 -6.490 -0.415
H -1.549 -6.024 -1.327
H -0.372 -3.954 -0.697
C 0.895 4.826 2.344
N 1.657 3.730 1.779
C 2.737 3.177 2.449
C 3.156 1.954 2.145
C 2.364 1.185 1.109
O 3.365 0.299 0.557
N 1.882 2.085 0.089
C 1.301 3.178 0.572
O 0.346 3.701 -0.080
H 1.571 5.539 2.817
H 0.180 4.459 3.086
H 0.347 5.317 1.546
H 3.211 3.812 3.187
H 4.050 1.507 2.554
*
```



Here is a molecular structure, C30H26MgN6S5 from the Open Molecules 2025 dataset. Energies are from wB97M-V/def2-TZVPD.

- HOMO energy: -0.24435 Ha
- Calculated total energy: -100097.378 eV
- Energy relative to the best compared isomer or geometry (same formula, charge and spin): 3.6 kcal/mol

```
! wB97M-V def2-TZVPD RIJCOSX def2/J DEFGRID3
* xyz 0 1
Mg 1.033 0.347 0.309
C 3.075 1.773 2.042
C 2.489 0.786 3.052
N 1.272 0.155 2.498
C 1.063 -1.240 2.897
C 2.196 -2.171 2.450
S 2.811 -1.912 0.750
C 4.360 -0.985 1.013
C 4.351 0.413 0.386
N 3.162 1.197 0.697
H 2.388 2.616 1.975
H 4.046 2.140 2.394
H 3.205 0.008 3.311
H 2.260 1.325 3.974
H 0.489 0.736 2.802
H 0.949 -1.348 3.983
H 0.129 -1.566 2.436
H 3.058 -2.111 3.112
H 1.840 -3.199 2.494
H 4.555 -0.950 2.083
H 5.163 -1.565 0.560
H 5.271 0.926 0.697
H 4.391 0.309 -0.700
H 3.089 1.966 0.038
S 3.241 -2.667 -4.266
C 3.646 -2.901 -5.908
C 2.642 -2.503 -6.734
C 1.523 -1.998 -6.022
C 1.694 -2.019 -4.666
C 0.753 -1.577 -3.629
C 1.191 -1.326 -2.320
N 0.403 -0.925 -1.345
C -0.908 -0.734 -1.606
C -1.449 -0.940 -2.881
C -2.847 -0.701 -3.102
C -3.646 -0.319 -2.087
C -3.126 -0.141 -0.761
C -3.940 0.202 0.325
C -3.388 0.309 1.582
C -1.998 0.151 1.699
N -1.194 -0.115 0.690
C -1.760 -0.315 -0.522
C -4.196 0.649 2.762
C -5.096 1.665 2.884
C -5.693 1.707 4.174
C -5.236 0.728 4.999
S -4.069 -0.256 4.223
C -0.585 -1.369 -3.892
H 4.604 -3.317 -6.174
H 2.697 -2.560 -7.810
H 0.637 -1.611 -6.504
H 2.240 -1.439 -2.067
H -3.241 -0.829 -4.102
H -4.700 -0.131 -2.249
H -5.001 0.369 0.185
H -1.556 0.311 2.677
H -5.263 2.379 2.088
H -6.421 2.446 4.476
H -5.518 0.532 6.020
H -0.986 -1.542 -4.883
S -1.642 2.739 -2.564
C -0.763 2.708 -1.155
S 0.957 2.282 -1.140
C -1.346 3.027 0.110
C -0.648 2.812 1.315
N -0.107 2.555 2.311
C -2.716 3.378 0.234
N -3.832 3.637 0.380
*
```



| no. | largest force on an atom (eV/Å) |
| --- | --- |
| 1 | 1.2 |
| 2 | 4.1 |
| 3 | 2.1 |
| 4 | 0.4 |